Molecular formula: C36H72O32S2
Method: DFT, ωB97M-V with the def2-TZVPD basis set

The HOMO-LUMO gap is 10.39 eV. The calculation puts the HOMO energy at -10.17 eV. As for the electronic energy: -4618.90875 Eh. For the energy above the lowest of the compared OMol25 structures with the same formula, charge and spin, the calculation gives 28.0 kcal/mol.

XYZ file:
```
142
Properties=species:S:1:pos:R:3:forces:R:3
C -2.0398 6.5528 -4.1355 0.79 0.21 -1.02
C -2.4998 6.2606 -2.7688 -0.32 -0.55 1.01
O -1.5208 5.6382 -1.8694 -1.59 -0.45 -1.90
C -0.7719 6.4490 -1.1535 0.66 -0.53 0.58
O -0.4982 7.5893 -1.3564 -0.21 1.21 -0.43
O -0.3449 5.7191 -0.1425 0.37 -0.16 0.73
C 0.4491 6.3700 0.8672 -1.05 -2.34 1.56
H -1.6751 5.6578 -4.6158 -0.44 -0.43 -0.59
H -1.1502 7.1428 -4.0667 0.60 0.72 0.15
H -2.7447 7.1566 -4.7550 0.24 -0.86 0.55
H -3.4042 5.6649 -2.7255 0.18 -0.70 -0.07
H -2.7932 7.1540 -2.3145 -0.29 1.65 0.86
H 1.4790 6.1070 0.7068 0.28 0.37 -0.04
H 0.0734 5.8737 1.8165 0.67 0.50 -0.94
H 0.2172 7.3875 0.9708 -0.07 1.47 -0.33
C 3.7960 0.9870 -1.0651 0.10 -0.08 -1.50
C 3.0619 2.1134 -0.3951 -0.30 1.09 -0.43
O 2.3689 2.9481 -1.4574 0.61 -0.96 0.19
C 2.3015 4.2680 -1.3241 1.30 0.40 2.31
O 2.6730 4.8481 -0.2926 -0.66 -0.75 -2.37
O 1.8577 4.9005 -2.4099 0.23 0.79 1.23
C 1.3138 4.1644 -3.4855 -4.01 1.92 0.72
H 3.1571 0.4127 -1.7494 -0.54 -0.16 0.72
H 4.2949 0.3081 -0.3496 -0.14 0.58 -0.47
H 4.4561 1.3712 -1.8598 0.59 0.10 0.83
H 3.7061 2.7495 0.2449 -0.50 -0.22 -0.69
H 2.2579 1.7150 0.1937 -0.41 0.01 0.41
H 0.9031 4.9097 -4.2371 0.70 -0.79 1.01
H 0.4398 3.5786 -3.0971 0.84 0.21 -0.57
H 2.0396 3.6002 -3.8880 2.28 -2.30 -1.66
C 4.8097 -2.0185 -5.6290 -0.45 -1.03 -1.17
C 4.5525 -1.3266 -4.3333 0.08 0.12 0.02
O 3.5804 -2.0497 -3.5133 0.36 -0.27 0.46
C 3.9322 -2.2104 -2.2276 0.24 -0.25 -0.57
O 4.9607 -1.8238 -1.7577 0.74 0.46 0.28
O 3.0251 -2.9053 -1.5219 0.28 0.35 -0.25
C 3.3628 -2.9172 -0.1129 2.06 1.90 -0.56
H 5.2993 -1.2842 -6.3013 0.06 -0.67 0.36
H 3.9006 -2.3554 -6.1599 0.07 0.53 0.36
H 5.3695 -2.9652 -5.5176 0.26 0.68 0.02
H 4.1349 -0.3524 -4.5468 -0.27 0.27 0.24
H 5.5141 -1.1977 -3.8309 -0.46 -0.07 0.37
H 3.0874 -1.9277 0.3177 0.01 -0.83 -0.12
H 4.4761 -3.0583 0.0403 -1.36 0.09 -0.30
H 2.8468 -3.7194 0.2803 -1.29 -1.45 0.99
C -3.2525 0.6264 4.7462 1.04 -0.05 -2.61
C -2.5005 -0.5527 5.3363 1.91 1.34 -0.12
O -2.0705 -0.2054 6.6892 -0.86 -0.49 0.24
C -1.0489 0.5964 6.9756 0.43 -1.08 -0.26
O -0.6824 0.7416 8.1161 -0.11 0.59 -0.92
O -0.4507 1.0685 5.8474 -0.09 0.40 1.34
C 0.5792 2.0494 6.1057 0.62 -0.02 0.63
H -3.7325 0.3944 3.7597 0.07 -0.31 0.95
H -2.6451 1.4932 4.4592 0.39 -0.30 0.45
H -3.9625 0.9853 5.4276 -1.25 0.27 0.99
H -1.5677 -0.9095 4.8418 -0.87 0.52 -0.29
H -3.1595 -1.3830 5.3942 -0.50 -0.75 0.64
H 0.3463 2.7162 6.9715 -0.30 -0.45 -0.90
H 0.6336 2.5793 5.1499 0.41 0.06 0.44
H 1.5457 1.5698 6.4130 -0.83 0.19 -0.71
C -7.8096 1.4643 1.6107 -1.29 0.13 -0.05
C -7.4821 0.5058 2.7394 -0.72 -0.53 -0.62
O -7.7592 -0.8811 2.2695 0.10 0.59 0.23
C -6.7731 -1.4513 1.5539 -0.43 0.85 -0.03
O -5.6673 -0.9771 1.4593 0.24 -0.77 -0.20
O -7.2890 -2.5172 0.9346 0.33 -0.96 0.38
C -6.4121 -3.5424 0.3544 -0.47 1.17 -1.04
H -7.7496 2.5226 1.9085 -0.01 -0.39 0.30
H -8.9131 1.2316 1.4656 1.35 0.55 -0.72
H -7.1773 1.3997 0.7099 -0.47 -0.49 0.32
H -8.2396 0.7113 3.5251 0.86 -0.56 -0.18
H -6.4594 0.5326 3.0628 0.32 0.11 0.43
H -7.0738 -4.1926 -0.2607 0.34 0.29 0.97
H -5.8109 -4.0754 1.1001 -0.37 0.20 -0.14
H -5.7894 -3.0258 -0.3851 0.32 -0.21 0.37
C -3.2043 -6.4501 -5.8330 -0.16 1.55 0.30
C -2.3912 -5.3987 -5.0480 0.81 0.29 -1.38
O -2.3169 -5.5849 -3.6459 -1.22 -0.69 0.84
C -1.2710 -5.1198 -3.0116 3.05 0.70 0.33
O -0.2604 -4.6652 -3.5337 -0.91 0.02 -0.42
O -1.3365 -5.2568 -1.6951 -0.35 -0.23 0.65
C -0.1358 -4.9012 -0.8949 -0.41 0.38 -0.31
H -4.2690 -6.4724 -5.5822 0.19 0.01 0.18
H -2.7999 -7.4495 -5.7902 0.25 -0.16 -0.01
H -3.1333 -6.0169 -6.8453 -0.09 -0.65 0.10
H -2.7726 -4.3731 -5.2315 0.00 -0.58 0.06
H -1.3613 -5.4239 -5.4625 -0.52 0.09 0.36
H -0.2050 -5.4826 0.0202 -0.18 -0.21 -0.13
H -0.1938 -3.8297 -0.5819 0.13 -0.77 -0.72
H 0.7866 -5.1619 -1.4452 -0.60 0.36 0.20
C 3.0617 -1.9430 3.9703 -1.17 -1.37 2.35
C 2.0813 -3.1043 4.0401 -0.17 0.13 0.41
O 0.7292 -2.5492 3.7071 2.02 -0.68 -0.10
C -0.0623 -3.3045 2.9365 0.34 -1.45 1.54
O 0.1259 -4.4746 2.6764 -0.05 0.73 -0.70
O -1.1489 -2.5998 2.7674 -1.85 0.05 -1.79
C -2.2731 -3.1367 1.9445 -0.18 1.59 0.81
H 3.1196 -1.6111 3.0039 0.08 1.24 -2.43
H 4.0227 -2.3567 4.2267 0.52 0.14 0.41
H 2.7126 -1.1868 4.6793 0.49 0.15 -0.29
H 2.0594 -3.4777 5.0963 -0.34 0.12 -1.00
H 2.4371 -3.9164 3.3678 -0.97 0.46 0.31
H -2.5331 -4.1484 2.2037 0.47 -0.49 -0.06
H -2.1917 -2.9255 0.8614 0.62 -0.37 0.69
H -3.0916 -2.5010 2.3111 0.11 -0.20 -0.22
C -3.0896 0.6163 -0.6799 0.11 -3.08 0.22
C -1.6989 0.9377 -1.2041 -0.36 0.53 1.02
O -0.6825 0.6409 -0.1898 -0.43 -0.27 0.11
C -0.3985 -0.6533 0.0732 -1.06 0.39 -2.18
O -0.8734 -1.5889 -0.5562 0.50 0.70 0.74
O 0.5357 -0.7882 0.9659 0.80 0.50 2.06
C 0.7162 0.2887 2.0076 -1.47 -0.16 -1.48
H -3.1764 -0.5145 -0.5527 0.09 1.35 0.09
H -3.9148 0.8284 -1.3524 0.16 0.59 -0.19
H -3.2441 1.0608 0.3049 -0.04 0.15 -0.20
H -1.7271 2.0255 -1.2357 0.86 0.06 -0.47
H -1.3649 0.4772 -2.1301 -0.38 0.04 -0.10
H 0.5499 1.2549 1.5170 -0.01 -0.30 0.31
H 1.7252 0.2262 2.3156 0.88 -0.33 0.49
H -0.0142 0.1246 2.8173 0.47 -0.10 -0.35
C 6.5273 3.3958 3.4828 -0.85 0.86 0.51
C 7.0869 2.1551 4.0995 0.09 -0.86 0.12
O 6.0820 1.1008 4.0043 0.52 0.45 0.26
S 4.7566 1.6243 3.3219 -0.69 1.51 2.26
O 3.6284 1.3794 4.2319 2.03 0.10 -2.71
O 4.8766 1.2480 1.9483 -1.11 0.09 0.49
O 5.0920 3.2448 3.5046 0.02 -1.62 -0.55
H 6.9354 3.5286 2.4985 -0.30 0.13 -0.72
H 6.7419 4.2881 4.0765 -0.02 -0.16 -0.10
H 7.3442 2.2390 5.1310 -0.07 0.14 0.79
H 7.9792 1.8980 3.5604 0.30 -0.67 -0.27
C 0.8614 -2.2533 -4.7076 1.23 -2.10 0.13
C 0.7002 -1.6321 -3.3234 0.46 0.69 1.05
O 1.2918 -0.2866 -3.4600 -0.65 -0.16 0.23
S 1.0927 0.1080 -4.9724 -0.25 -0.30 1.17
O 2.0558 1.0573 -5.3097 1.31 1.37 -0.61
O -0.2757 0.3229 -5.2407 -1.11 0.33 -0.17
O 1.5018 -1.2779 -5.5175 0.67 -0.26 -1.07
H -0.0824 -2.4749 -5.1475 -0.75 -0.28 -0.21
H 1.5211 -3.1617 -4.7583 -0.78 0.96 0.33
H 1.2058 -2.0499 -2.4451 0.01 -0.32 -0.80
H -0.3321 -1.5287 -3.0431 -0.51 0.13 -0.08
```
Forces are in eV/Å.

Löwdin atomic charge list, values in e, 99 entries: number 1, C, carries -0.0700; number 2, C, carries -0.2026; number 3, O, carries 0.0405; number 4, C, carries -0.6620; number 5, O, carries 0.1479; number 6, O, carries -0.0020; number 7, C, carries -0.0153; number 8, H, carries 0.0711; number 9, H, carries 0.0697; number 10, H, carries 0.1045; number 11, H, carries 0.1232; number 12, H, carries 0.1003; number 13, H, carries 0.0590; number 14, H, carries 0.1137; number 15, H, carries 0.0721; number 16, C, carries -0.0592; number 17, C, carries -0.1332; number 18, O, carries 0.0251; number 19, C, carries -0.5560; number 20, O, carries 0.0633; number 21, O, carries 0.0116; number 22, C, carries -0.0263; number 23, H, carries 0.0656; number 24, H, carries 0.0748; number 25, H, carries 0.0965; number 26, H, carries 0.1158; number 27, H, carries 0.0908; number 28, H, carries 0.1202; number 29, H, carries 0.1176; number 30, H, carries 0.0418; number 31, C, carries -0.0699; number 32, C, carries -0.1935; number 33, O, carries 0.0230; number 34, C, carries -0.6048; number 35, O, carries 0.1045; number 36, O, carries -0.0132; number 37, C, carries -0.0083; number 38, H, carries 0.0974; number 39, H, carries 0.0759; number 40, H, carries 0.0872; number 41, H, carries 0.1079; number 42, H, carries 0.1255; number 43, H, carries 0.0987; number 44, H, carries 0.1197; number 45, H, carries 0.0611; number 46, C, carries -0.0574; number 47, C, carries -0.1670; number 48, O, carries 0.0257; number 49, C, carries -0.5912; number 50, O, carries 0.1271; number 51, O, carries -0.0494; number 52, C, carries -0.0347; number 53, H, carries 0.0831; number 54, H, carries 0.0753; number 55, H, carries 0.0605; number 56, H, carries 0.1188; number 57, H, carries 0.1088; number 58, H, carries 0.1036; number 59, H, carries 0.0921; number 60, H, carries 0.1023; number 61, C, carries -0.0768; number 62, C, carries -0.1804; number 63, O, carries 0.0111; number 64, C, carries -0.6058; number 65, O, carries 0.0990; number 66, O, carries -0.0115; number 67, C, carries -0.0050; number 68, H, carries 0.0782; number 69, H, carries 0.1035; number 70, H, carries 0.0805; number 71, H, carries 0.1310; number 72, H, carries 0.0946; number 73, H, carries 0.1018; number 74, H, carries 0.0957; number 75, H, carries 0.0885; number 76, C, carries -0.0564; number 77, C, carries -0.2171; number 78, O, carries 0.0579; number 79, C, carries -0.5968; number 80, O, carries 0.0788; number 81, O, carries 0.0078; number 82, C, carries 0.0093; number 83, H, carries 0.0740; number 84, H, carries 0.0711; number 85, H, carries 0.0837; number 86, H, carries 0.1352; number 87, H, carries 0.1255; number 88, H, carries 0.0811; number 89, H, carries 0.0804; number 90, H, carries 0.0987; number 91, C, carries -0.0672; number 92, C, carries -0.1547; number 93, O, carries 0.0122; number 94, C, carries -0.6330; number 95, O, carries 0.1077; number 96, O, carries -0.0145; number 97, C, carries 0.0304; number 98, H, carries 0.0263; number 99, H, carries 0.0855